(1)
The following is a DFT calculation (ωB97M-V with the def2-TZVPD basis set) of C19H28IrN4O2S2 as an isolated structure in a non-equilibrium geometry.

```
! RIJCOSX wB97M-V def2-TZVPD def2/J DEFGRID3
* xyz 2 2
Ir 0.3053 -1.2812 0.8208
C -0.0302 1.0687 2.9929
C 0.4379 -0.0245 3.9344
N 0.3370 -1.3478 3.2839
C 1.3478 -2.3006 3.7518
C 2.7487 -1.9250 3.3040
S 2.8259 -1.2388 1.6140
C 2.9776 0.5620 1.9450
C 1.8537 1.3873 1.3480
N 0.5153 0.8858 1.6524
H -1.1149 1.0005 2.9093
H 0.2297 2.0491 3.4022
H 1.4676 0.1385 4.2412
H -0.1762 0.0128 4.8365
H -0.5869 -1.7394 3.4430
H 1.3425 -2.3595 4.8453
H 1.0892 -3.2811 3.3577
H 3.2338 -1.2095 3.9651
H 3.3627 -2.8242 3.2870
H 3.0773 0.7057 3.0173
H 3.9105 0.8774 1.4786
H 1.9703 2.4210 1.6942
H 1.9629 1.3756 0.2634
H -0.1272 1.3052 0.9854
C 0.2092 4.0757 -5.8007
C 0.2399 2.9404 -4.8324
C 0.3846 3.1746 -3.4597
C 0.4019 2.1275 -2.5608
C 0.2766 0.8268 -3.0360
C 0.1388 0.5639 -4.3930
C 0.1268 1.6212 -5.2814
S 0.1215 -0.5112 -1.9126
O -0.4735 -1.6477 -2.5356
O 1.3690 -0.7391 -1.1506
N -0.8182 0.0612 -0.6892
C -2.0272 -0.5292 -0.4306
C -3.0515 -0.7574 -1.3516
C -4.2068 -1.3581 -0.9010
C -4.3166 -1.7279 0.4379
C -3.2330 -1.5252 1.2683
N -2.1118 -0.9322 0.8495
H -0.1164 4.9992 -5.3268
H -0.4273 3.8501 -6.6542
H 1.2115 4.2554 -6.1986
H 0.4724 4.1928 -3.1044
H 0.4957 2.3188 -1.4998
H 0.0321 -0.4601 -4.7254
H 0.0189 1.4246 -6.3396
H -2.9012 -0.4680 -2.3810
H -5.0215 -1.5541 -1.5849
H -5.2304 -2.1475 0.8312
H -3.2689 -1.8290 2.3069
C -0.2459 -3.3801 1.0446
H -0.8616 -3.6377 1.9035
H 0.6619 -3.9768 1.0129
H -0.8094 -3.5089 0.1216
*
```

Summary:
expectation value of S²: 0.898
relative energy (zero: lowest compared OMol25 entry of this formula, charge and spin): 3.994 eV
orbital gap (alpha / beta): 6.000 / 6.231 eV
DFT total energy: -54703.9611 eV
HOMO level (alpha / beta): -14.37 / -14.50 eV
E_LUMO (alpha / beta): -0.3076 / -0.3038 Eh

(2)
The following is a DFT calculation (ωB97M-V with the def2-TZVPD basis set) of a 2-piece molecular cluster, C2H2Cl4 overall in a non-equilibrium geometry.

```
! RIJCOSX wB97M-V def2-TZVPD def2/J DEFGRID3
* xyz 0 1
C -1.3086 -0.0070 0.1497
C 1.8195 0.1211 0.1629
Cl -2.9032 -0.3383 0.8536
Cl -1.3802 0.2998 -1.6091
Cl 2.1945 -1.3863 -0.5996
Cl 3.0245 1.2288 0.3829
H -0.6325 -0.8699 0.1383
H -0.8141 0.9518 0.5213
*
```

Summary:
relative energy (zero: lowest compared OMol25 entry of this formula, charge and spin): 2.930 eV
orbital gap: 8.302 eV
DFT total energy: -52192.9353 eV
HOMO level: -9.61 eV
E_LUMO: -0.0482 Eh

(3)
The following is a DFT calculation (ωB97M-V with the def2-TZVPD basis set) of C18H15Br2NO2 in the gas phase in a non-equilibrium geometry.

```
! RIJCOSX wB97M-V def2-TZVPD def2/J DEFGRID3
* xyz 0 1
C -1.5843 -1.8296 -1.2556
C -0.0990 -1.7227 -0.8779
N 0.4390 -1.3192 -2.0612
C 1.5393 -0.4182 -2.1552
C 1.8882 -0.0292 -3.3679
C 2.9052 1.0079 -3.7191
C 3.2915 2.1398 -3.0491
Br 4.7955 3.1039 -3.7370
C 2.5774 2.4846 -1.7491
C 2.0808 1.5332 -0.8092
C 1.2100 2.0474 0.3279
O 1.1120 3.2449 0.3829
C 0.5796 1.1761 1.2827
C -0.7473 1.3297 1.7310
C -1.3865 0.3917 2.4776
C -2.8308 0.6476 2.6755
C -3.6890 -0.3167 3.2318
C -3.1307 -1.4618 3.6666
Br -4.3125 -2.6880 4.5060
C -1.7492 -1.7638 3.4196
C -0.8753 -0.8728 2.8187
C 2.2875 0.1667 -0.9478
O 2.9945 -0.5825 -0.2400
H -2.0822 -0.8879 -1.4671
H -1.6605 -2.5471 -2.1043
H -2.1194 -2.1386 -0.4714
H -0.0859 -0.8308 -0.0846
H 0.4474 -2.6259 -0.3476
H -0.0291 -1.5412 -2.9605
H 1.4630 -0.3793 -4.3579
H 3.5353 0.8406 -4.5460
H 2.5494 3.5875 -1.4547
H 1.2935 0.3782 1.6066
H -1.3390 2.2177 1.6056
H -3.2466 1.5866 2.4802
H -4.7715 -0.0034 3.3877
H -1.3789 -2.7588 3.7093
H 0.1286 -1.1669 2.4537
*
```

Summary:
relative energy (zero: lowest compared OMol25 entry of this formula, charge and spin): 2.674 eV
orbital gap: 6.956 eV
DFT total energy: -164574.3243 eV
HOMO level: -8.11 eV
E_LUMO: -0.0425 Eh

(4)
The following is a DFT calculation (ωB97M-V with the def2-TZVPD basis set) of a 2-piece molecular cluster, CH5NOS overall in a non-equilibrium geometry.

```
! RIJCOSX wB97M-V def2-TZVPD def2/J DEFGRID3
* xyz 0 1
N 0.3838 -0.8420 2.2309
C 0.0094 0.0603 1.2349
O -0.2275 1.2417 1.4805
H 0.9720 -1.5711 1.8615
H -0.1924 -0.9621 3.0364
H 0.2578 -0.3998 0.2717
S -0.6268 1.0268 -2.9535
H -0.8204 1.5463 -4.2405
H 0.2441 -0.1001 -2.9218
*
```

Summary:
relative energy (zero: lowest compared OMol25 entry of this formula, charge and spin): 1.163 eV
orbital gap: 10.288 eV
DFT total energy: -15489.9562 eV
HOMO level: -9.74 eV
E_LUMO: 0.0201 Eh

(5)
The following is a DFT calculation (ωB97M-V with the def2-TZVPD basis set) of C45H36BrCl2LaN3O4P2S3 as an isolated structure in a non-equilibrium geometry.

```
! RIJCOSX wB97M-V def2-TZVPD def2/J DEFGRID3
* xyz -1 1
La -0.5803 -1.6677 -1.1512
S -2.9578 -0.3757 -1.6719
C -2.8813 -0.0283 -3.3830
C -4.0848 0.0867 -4.0795
C -4.1268 0.3683 -5.4395
C -5.3761 0.4324 -6.1227
N -6.3848 0.4726 -6.6759
C -2.9165 0.5681 -6.1308
C -1.7156 0.4560 -5.4441
C -1.6593 0.1479 -4.0815
S -0.0919 0.0401 -3.3251
C -2.9297 0.8956 -7.5188
N -2.9437 1.1667 -8.6374
H -5.0081 -0.0493 -3.5330
H -0.7841 0.6061 -5.9732
C -1.5267 4.4028 5.5684
S -0.2750 3.2437 6.1772
C 0.6999 3.0204 4.6581
C 0.0086 2.1348 3.6323
C 0.9274 1.8618 2.4343
N 0.4391 0.8742 1.4613
P -0.4867 1.2400 0.0586
C -1.8241 2.2872 0.7650
C -1.7654 3.6742 0.8614
C -2.7722 4.3710 1.5156
C -3.8491 3.6924 2.0672
C -3.9270 2.3111 1.9519
C -2.9225 1.6157 1.2996
C 0.4019 2.5532 -0.8550
C 1.6575 3.0873 -0.5975
C 2.1924 4.0561 -1.4399
C 1.4792 4.4986 -2.5415
C 0.2151 3.9832 -2.7969
C -0.3173 3.0178 -1.9620
P 0.7604 -0.8273 1.5477
C 0.7011 -1.0984 3.3726
C 1.7627 -0.8363 4.2358
C 1.6049 -0.9743 5.6073
C 0.3897 -1.3802 6.1377
C -0.6712 -1.6519 5.2884
C -0.5128 -1.5147 3.9185
C 2.5655 -0.9486 1.2493
C 3.1990 -0.0209 0.4289
C 4.5515 -0.1393 0.1447
C 5.2761 -1.2034 0.6584
C 4.6342 -2.1739 1.4161
C 3.2845 -2.0544 1.7052
H -2.1479 4.6672 6.4215
H -2.1372 3.9384 4.7977
H -1.0405 5.2967 5.1792
H 1.6353 2.5673 4.9928
H 0.9168 4.0140 4.2583
H -0.9062 2.6162 3.2888
H -0.2687 1.1996 4.1077
H 1.8986 1.5211 2.8076
H 1.0963 2.8077 1.9119
H -0.9331 4.2148 0.4297
H -2.7151 5.4502 1.5916
H -4.6292 4.2408 2.5809
H -4.7741 1.7779 2.3654
H -2.9889 0.5410 1.1888
H 2.2381 2.7671 0.2591
H 3.1753 4.4610 -1.2305
H 1.9081 5.2436 -3.2000
H -0.3458 4.3134 -3.6620
H -1.3051 2.6153 -2.1569
H 2.7163 -0.5103 3.8429
H 2.4363 -0.7593 6.2676
H 0.2697 -1.4857 7.2085
H -1.6276 -1.9621 5.6896
H -1.3446 -1.7196 3.2640
H 2.6253 0.7890 -0.0012
H 5.0306 0.5917 -0.4948
H 6.3362 -1.2864 0.4537
H 5.1882 -3.0342 1.7705
H 2.7839 -2.8283 2.2747
Cl -2.6576 -3.8380 -1.0979
C -2.3993 -3.7801 0.6551
Cl -2.5877 -2.0727 1.1223
C -0.9080 -4.1993 0.9859
O -0.7789 -5.1491 1.7368
O -0.0583 -3.4471 0.4322
H -3.1383 -4.3855 1.1632
Br 0.8126 -8.1687 -4.7389
C 1.6568 -6.4850 -4.4703
C 2.9100 -6.2702 -5.0199
C 3.5230 -5.0403 -4.8264
C 2.8970 -4.0526 -4.0826
C 1.6415 -4.2871 -3.5412
C 1.0075 -5.5084 -3.7410
C 0.9447 -3.2409 -2.7221
O 1.6179 -2.4605 -2.0134
O -0.3228 -3.2020 -2.7657
H 3.3957 -7.0523 -5.5866
H 4.4995 -4.8620 -5.2583
H 3.3699 -3.0936 -3.9156
H 0.0237 -5.6737 -3.3240
*
```

Summary:
relative energy (zero: lowest compared OMol25 entry of this formula, charge and spin): 0.778 eV
orbital gap: 6.661 eV
DFT total energy: -206948.6652 eV
HOMO level: -4.70 eV
E_LUMO: 0.0722 Eh

(6)
The following is a DFT calculation (ωB97M-V with the def2-TZVPD basis set) of C17H19N5O in the gas phase in a non-equilibrium geometry.

```
! RIJCOSX wB97M-V def2-TZVPD def2/J DEFGRID3
* xyz 0 1
C -5.6725 -2.0251 0.2421
C -4.6363 -1.6321 1.0735
C -4.0078 -0.4171 0.8714
C -4.4085 0.4175 -0.1654
C -3.6807 1.7186 -0.3944
N -2.3651 1.4929 -0.9507
C -1.2492 1.4430 -0.2054
N -1.2915 1.7812 1.0887
C -0.1713 1.7754 1.7925
N 1.0492 1.4651 1.4016
C 1.1003 1.1204 0.1115
C -0.0041 1.0839 -0.7550
N 0.4019 0.6914 -2.0051
C 1.6826 0.5088 -1.8956
N 2.1746 0.7410 -0.6417
C 3.5574 0.6592 -0.1880
C 3.6248 -0.1012 1.1445
C 5.0181 -0.7060 1.2768
C 5.2258 -1.7480 0.1710
C 4.4650 -1.3155 -1.0935
O 4.3605 0.0951 -1.1801
C -5.4430 0.0148 -0.9980
C -6.0756 -1.1997 -0.7929
H -6.1653 -2.9730 0.4016
H -4.3204 -2.2738 1.8830
H -3.2009 -0.1018 1.5164
H -3.5272 2.2377 0.5542
H -4.2455 2.3582 -1.0789
H -2.2931 1.1174 -1.8840
H -0.2746 2.0604 2.8316
H 2.3206 0.2050 -2.7014
H 3.9273 1.6878 -0.0590
H 3.3934 0.5829 1.9583
H 2.8745 -0.8948 1.1524
H 5.1441 -1.1629 2.2577
H 5.7571 0.0912 1.1755
H 6.2894 -1.8473 -0.0446
H 4.8526 -2.7216 0.4911
H 3.4632 -1.7648 -1.1118
H 4.9937 -1.6190 -1.9984
H -5.7604 0.6569 -1.8078
H -6.8831 -1.5022 -1.4435
*
```

Summary:
relative energy (zero: lowest compared OMol25 entry of this formula, charge and spin): 0.136 eV
orbital gap: 8.959 eV
DFT total energy: -27436.2939 eV
HOMO level: -8.12 eV
E_LUMO: 0.0310 Eh

Look up the DFT total energy of the second one.
-52192.9353 eV

Which of these has the highest relative energy (zero: lowest compared OMol25 entry of this formula, charge and spin)?
C19H28IrN4O2S2